A cluster of 17 separate species, C86H206O43S4 in total, computed with ωB97M-V/def2-TZVPD.

Output
HOMO energy   -8.4 eV
Molar mass   2056.8 g/mol
2S+1   1
Charge   0

Cartesian coordinates (Å):
C 23.9873 23.5831 14.4088
S 22.4883 23.5628 15.5624
O 22.9398 23.8815 16.9257
C 21.7571 25.1387 14.9252
H 23.7344 23.6172 13.3754
H 24.4530 22.5922 14.6409
H 24.5878 24.4680 14.7681
H 20.7605 25.2451 15.3796
H 21.6367 25.0666 13.8392
H 22.4342 25.9647 15.2194
C 22.4232 19.3717 23.6079
S 21.3667 18.3878 24.7215
O 22.1443 17.9852 25.9109
C 21.2873 16.8480 23.6781
H 23.2447 18.7694 23.2625
H 22.7490 20.2744 24.0788
H 21.7995 19.6352 22.7569
H 20.8234 17.1620 22.7163
H 20.6645 16.1307 24.2427
H 22.3317 16.4673 23.5469
C 20.9380 10.3192 22.5021
S 22.4264 11.2611 22.1249
O 22.1315 12.6986 22.4487
C 23.5191 10.6055 23.5059
H 20.6793 10.7781 23.4208
H 21.1525 9.2879 22.6427
H 20.1996 10.4795 21.7445
H 24.5084 10.3447 23.1417
H 23.1706 9.7107 23.9744
H 23.6336 11.3500 24.3231
C 22.9488 12.4379 18.3572
S 21.9885 11.0616 18.7861
O 20.7681 11.5883 19.4492
C 21.4510 10.8297 17.0298
H 22.3596 13.2968 18.0562
H 23.5558 12.1030 17.5061
H 23.7029 12.6808 19.1004
H 20.9416 11.7467 16.7238
H 20.8528 9.9391 17.0088
H 22.3376 10.6952 16.4268
C 18.0381 19.3838 19.1353
O 17.9631 18.0005 19.0467
C 17.4794 17.4160 20.2604
C 16.0460 17.7119 20.6609
O 15.0794 17.2262 19.7691
C 15.0687 17.7333 18.4471
C 13.8246 17.4359 17.6432
O 12.6681 18.1568 18.0031
C 11.9921 17.5074 19.0779
H 18.5791 19.8038 18.2810
H 18.4374 19.6494 20.1541
H 17.0706 19.9127 19.1239
H 18.1271 17.7174 21.1294
H 17.6076 16.3639 20.0867
H 15.9915 18.7643 20.9608
H 15.9752 17.0954 21.5630
H 15.9199 17.3771 17.8645
H 15.1488 18.8418 18.3631
H 13.6051 16.3490 17.7271
H 14.0609 17.6628 16.5768
H 11.2296 18.2533 19.3053
H 12.5776 17.3421 20.0024
H 11.5062 16.5323 18.8581
C 23.2075 19.7120 29.5420
O 22.9722 20.9255 28.8403
C 23.4295 20.7290 27.5302
C 22.6433 21.6948 26.6256
O 23.5092 22.0512 25.5791
C 22.7663 22.9660 24.6768
C 23.6479 23.0793 23.5179
O 23.5551 21.9476 22.6887
C 24.6508 21.9800 21.7907
H 22.6479 18.9342 29.0178
H 22.7881 19.7921 30.5562
H 24.2906 19.4582 29.6296
H 23.2576 19.7561 27.1525
H 24.4757 20.9453 27.4931
H 22.3664 22.6077 27.2064
H 21.6747 21.1458 26.2884
H 22.5322 23.8551 25.2448
H 21.7305 22.5903 24.4433
H 24.6663 23.2749 23.8760
H 23.2300 23.9277 22.9156
H 25.6198 21.7507 22.2882
H 24.7572 22.9514 21.3134
H 24.4508 21.2241 21.0313
C 23.1801 26.6616 25.4144
O 23.5630 26.4827 24.0706
C 22.6075 27.0676 23.1579
C 22.6847 26.5245 21.7245
O 22.0748 25.2902 21.5782
C 22.3587 24.6873 20.3427
C 21.7445 23.3313 20.3675
O 20.2627 23.3760 20.2820
C 19.7431 22.0928 20.0533
H 23.7767 26.0080 26.0549
H 22.1235 26.2975 25.5118
H 23.2787 27.7376 25.7094
H 22.6246 28.1797 23.1049
H 21.6125 26.7781 23.4318
H 23.8217 26.5065 21.4772
H 22.2408 27.3427 21.1147
H 23.4917 24.7025 20.2381
H 21.9798 25.1941 19.4512
H 22.0006 22.7628 21.2606
H 22.2039 22.6991 19.6621
H 20.0303 21.6764 19.1160
H 18.6547 22.2329 20.1172
H 19.9686 21.3387 20.8685
C 17.0009 19.0226 14.9223
O 17.4003 20.2244 15.6128
C 18.5996 20.7025 15.0839
C 18.9544 21.8714 15.9940
O 17.9648 22.8901 15.9245
C 17.8590 23.8296 17.0451
C 17.1914 23.2682 18.2492
O 15.7744 23.3181 18.2708
C 15.0874 22.2873 17.5943
H 17.8395 18.3225 14.9361
H 16.7415 19.2864 13.9131
H 16.2302 18.5260 15.4564
H 18.4962 21.2017 14.0907
H 19.4073 19.9913 15.0614
H 19.9195 22.3574 15.7865
H 19.0330 21.5020 17.0171
H 17.3130 24.7285 16.7567
H 18.9288 24.0119 17.3370
H 17.6098 23.8019 19.1219
H 17.4965 22.2394 18.4687
H 15.2847 22.2259 16.5227
H 14.0632 22.5877 17.7026
H 15.2905 21.3066 18.0765
C 22.8483 20.8378 17.6732
O 22.5904 20.1777 18.9195
C 21.5213 19.2740 18.7221
C 21.2734 18.6247 20.0473
O 22.2401 17.7055 20.6443
C 22.5788 16.5744 19.8344
C 21.9138 15.2812 20.3358
O 20.5138 15.3417 20.0605
C 19.7406 14.4842 20.8917
H 23.5312 20.2631 17.0579
H 23.4089 21.6786 17.9380
H 21.9150 21.1250 17.1564
H 21.8569 18.5567 17.9714
H 20.6424 19.7407 18.3233
H 20.3093 18.1301 19.9126
H 21.0848 19.3309 20.8553
H 23.6583 16.3778 19.9132
H 22.4270 16.6993 18.7995
H 22.2382 15.0560 21.3342
H 22.4149 14.4467 19.7440
H 19.9811 13.4603 20.6826
H 18.6761 14.6392 20.6713
H 19.9449 14.7197 21.9290
C 13.9293 20.8549 20.7871
O 14.7022 21.3158 21.8447
C 15.9285 21.8522 21.4638
C 16.9548 21.7379 22.5873
O 17.3117 20.3351 22.7131
C 18.1253 20.0959 23.8771
C 17.8275 18.7329 24.3834
O 18.1513 17.6957 23.4886
C 17.8253 16.3969 24.0446
H 14.4942 20.2079 20.1488
H 13.5814 21.6356 20.1066
H 13.0989 20.2888 21.1835
H 15.7557 22.9229 21.1899
H 16.3908 21.3842 20.6162
H 16.6534 22.1499 23.5561
H 17.8313 22.3303 22.2884
H 17.9919 20.8150 24.6733
H 19.1691 20.1882 23.5474
H 16.7140 18.6370 24.5127
H 18.2167 18.5198 25.3594
H 18.3826 16.1157 25.0028
H 18.0792 15.6151 23.3759
H 16.7741 16.3950 24.1814
C 13.8620 14.8777 23.5569
O 14.0408 13.6815 22.7947
C 14.1329 13.9372 21.4181
C 15.6056 14.0679 20.9418
O 16.2026 12.7919 20.6883
C 16.8925 12.2636 21.7764
C 17.1097 10.7908 21.5365
O 16.2540 9.8425 22.2001
C 14.8574 10.0277 22.0481
H 13.7714 14.4934 24.6041
H 12.9909 15.5022 23.2545
H 14.8090 15.4697 23.4336
H 13.6645 14.8708 21.1562
H 13.5649 13.1761 20.9057
H 16.1655 14.6775 21.6857
H 15.6035 14.5216 19.9519
H 16.2415 12.4650 22.6790
H 17.8842 12.7204 21.9526
H 18.1278 10.5322 21.8038
H 17.0264 10.6879 20.4282
H 14.5148 11.0069 22.3637
H 14.3601 9.2880 22.7257
H 14.5970 9.8464 21.0115
C 19.8520 17.0791 16.8299
O 21.2360 16.9424 16.4931
C 21.5581 15.5486 16.5611
C 21.6920 14.9430 15.1529
O 22.9821 15.1441 14.5631
C 23.2996 14.3193 13.4813
C 24.6776 14.7751 13.0138
O 24.9851 14.0479 11.8717
C 26.3776 14.1389 11.5549
H 19.6818 16.5355 17.7628
H 19.1438 16.7194 16.0423
H 19.5722 18.1317 17.0059
H 20.8334 14.9974 17.2330
H 22.5558 15.5718 17.0342
H 20.9022 15.4368 14.5576
H 21.3555 13.9329 15.2054
H 22.5545 14.4550 12.7064
H 23.3178 13.3009 13.7674
H 25.3996 14.6027 13.8559
H 24.5887 15.8264 12.7804
H 26.9680 13.7697 12.3878
H 26.6617 15.1722 11.1815
H 26.5042 13.3878 10.7294
C 26.4939 14.4863 28.7628
O 25.9597 15.7646 28.4161
C 26.9609 16.7500 28.1040
C 26.3343 17.6134 27.0245
O 26.2843 16.9123 25.7970
C 25.4058 17.5439 24.8973
C 25.2740 16.8055 23.5398
O 24.5914 15.6444 23.7979
C 24.7319 14.7677 22.7206
H 27.2142 14.5420 29.5731
H 26.9611 14.0589 27.8920
H 25.7255 13.8569 29.1512
H 27.8679 16.2891 27.7879
H 27.1322 17.3731 28.9649
H 26.8591 18.5698 26.8948
H 25.3413 17.8525 27.3797
H 25.7382 18.5592 24.6117
H 24.3342 17.6093 25.2617
H 26.2766 16.5600 23.1190
H 24.6609 17.4360 22.7709
H 24.1102 13.8914 22.9691
H 25.8187 14.4851 22.6439
H 24.3657 15.2156 21.7383
C 20.5313 22.5522 11.8921
O 21.6887 21.7251 11.8110
C 21.4907 20.3972 12.2792
C 21.8017 20.3100 13.7351
O 23.1991 20.4615 14.1135
C 23.8245 19.2337 14.4678
C 25.3190 19.4752 14.7277
O 26.0012 19.5171 13.4723
C 25.8150 20.6866 12.7491
H 20.6360 23.0890 12.8277
H 19.6053 21.9439 11.8910
H 20.4880 23.2454 11.0166
H 22.1211 19.7042 11.7418
H 20.4628 20.0422 12.0964
H 21.3569 19.3805 14.1265
H 21.2708 21.1152 14.2095
H 23.7539 18.5213 13.6692
H 23.3454 18.7554 15.3604
H 25.8509 18.7047 15.2816
H 25.5184 20.4182 15.2561
H 26.6021 20.7757 11.9703
H 25.9291 21.5770 13.3404
H 24.8409 20.7403 12.1933
C 30.2754 16.3583 20.6206
O 29.1147 16.2114 21.4301
C 27.9939 16.1532 20.5461
C 27.2970 17.4814 20.4488
O 26.3045 17.3857 19.4617
C 25.4596 18.4912 19.2129
C 26.2236 19.8045 19.1548
O 27.2820 19.7222 18.2290
C 28.0244 20.9017 18.2956
H 30.3588 15.4302 20.0590
H 31.1345 16.4928 21.3513
H 30.1657 17.2849 20.0122
H 27.2111 15.4988 20.8489
H 28.2339 15.8029 19.5738
H 27.9409 18.3142 20.1670
H 26.8091 17.6844 21.4119
H 24.5801 18.5901 19.9099
H 25.1035 18.2549 18.2200
H 26.5573 20.1920 20.1546
H 25.4414 20.5066 18.8189
H 27.3433 21.7926 18.1595
H 28.7189 20.8499 17.4286
H 28.6002 21.0382 19.2477
C 13.1560 13.3718 17.8322
O 13.5103 12.0111 18.2034
C 14.4574 11.4125 17.3455
C 15.9130 11.9135 17.4687
O 16.0508 13.1252 16.6962
C 16.9540 14.0282 17.2509
C 18.4271 13.5693 17.2841
O 19.1374 13.6132 16.0705
C 18.6148 12.7960 15.0230
H 12.2283 13.4442 18.3358
H 12.8838 13.3690 16.7819
H 13.8063 14.1753 18.1653
H 14.1807 11.3838 16.2735
H 14.4875 10.3773 17.6642
H 16.6437 11.1779 17.1594
H 16.0453 12.0642 18.5785
H 16.6839 14.2873 18.2603
H 16.8996 14.9722 16.6651
H 18.4354 12.5989 17.8098
H 18.9463 14.2759 17.9385
H 18.4928 11.7513 15.3051
H 19.3607 12.7314 14.2417
H 17.6981 13.1656 14.5345
C 22.7555 16.5173 31.1384
O 22.0705 15.5074 30.3755
C 21.6502 16.0614 29.1139
C 20.9749 14.9526 28.3991
O 21.8398 13.9701 27.8631
C 22.1638 14.2868 26.5318
C 21.3227 13.6871 25.5219
O 20.0045 14.1670 25.6098
C 19.1222 13.5281 24.8020
H 22.9950 16.0705 32.1274
H 22.2362 17.4269 31.2547
H 23.7107 16.7248 30.6527
H 22.5156 16.5167 28.5872
H 20.8916 16.8146 29.3491
H 20.2967 15.3547 27.6552
H 20.3132 14.4135 29.1474
H 23.2039 13.9371 26.4695
H 22.2567 15.3568 26.2759
H 21.3249 12.6081 25.5602
H 21.8438 13.9489 24.5695
H 19.2978 13.6734 23.7247
H 18.1293 13.7973 25.1611
H 19.1953 12.4167 24.9635